Run one
The following is a quantum chemistry calculation of a cluster of 2 separate species, C5H13N in total, from OMol25.

```
! RIJCOSX wB97M-V def2-TZVPD def2/J DEFGRID3
* xyz 0 1
C 0.879 2.395 1.478
C 0.000 1.808 2.269
C -1.037 0.839 1.796
H 1.586 3.117 1.874
H 0.968 2.196 0.412
H -0.009 2.100 3.311
H -1.824 1.340 1.238
H -0.616 0.092 1.124
H -1.572 0.293 2.575
C 0.179 -2.587 -1.278
N 0.406 -1.192 -0.973
C -0.065 -0.288 -2.020
H 0.444 -2.853 -2.306
H 0.715 -3.236 -0.580
H -0.893 -2.806 -1.178
H 1.387 -1.017 -0.802
H 0.707 -0.078 -2.766
H -0.396 0.647 -1.574
H -0.859 -0.769 -2.599
*
```

Orbital gap in Ha: 0.3622
LUMO in eV: 1.084

=====

Run two
The following is a quantum chemistry calculation of a cluster of 2 separate species, C5H13N in total, from OMol25.

```
! RIJCOSX wB97M-V def2-TZVPD def2/J DEFGRID3
* xyz 0 1
C -0.008 -1.017 -1.327
C 0.391 -2.286 -1.680
C 1.637 -3.006 -1.195
H -0.488 -0.422 -2.010
H 0.502 -0.611 -0.369
H -0.117 -2.643 -2.635
H 2.447 -2.170 -0.814
H 2.284 -3.629 -1.930
H 1.331 -3.344 -0.141
C -0.093 1.023 1.857
N -0.287 2.442 1.347
C -1.593 2.472 0.554
H -0.776 0.423 1.446
H -0.162 1.058 2.975
H 0.896 0.569 1.569
H -0.260 3.161 2.103
H -2.512 2.172 1.186
H -1.615 3.545 0.156
H -1.522 1.677 -0.218
*
```

Orbital gap in Ha: 0.3571
LUMO in eV: 1.062

=====

Run three
The following is a quantum chemistry calculation of a cluster of 2 separate species, C5H13N in total, from OMol25.

```
! RIJCOSX wB97M-V def2-TZVPD def2/J DEFGRID3
* xyz 0 1
C -3.061 -1.116 -1.408
N -3.788 -1.008 -2.453
C -4.898 -1.970 -2.550
H -2.214 -0.450 -1.308
H -3.335 -1.757 -0.593
H -5.648 -2.023 -1.774
H -5.281 -1.796 -3.561
H -4.515 -2.991 -2.603
C 2.691 0.279 0.676
C 3.663 1.254 1.369
C 2.805 2.139 2.335
H 1.704 0.694 0.403
H 3.123 -0.133 -0.260
H 2.458 -0.580 1.352
H 4.400 0.709 1.936
H 4.154 1.825 0.597
H 1.815 2.379 1.984
H 3.428 2.986 2.590
H 2.500 1.557 3.269
*
```

Orbital gap in Ha: 0.3978
LUMO in eV: 0.934

=====

Run four
The following is a quantum chemistry calculation of an isolated molecule of C5H13N, from OMol25.

```
! RIJCOSX wB97M-V def2-TZVPD def2/J DEFGRID3
* xyz 0 1
C 1.636 0.367 -1.185
C 0.157 0.282 -0.784
C -0.695 -1.010 -1.188
C -0.069 0.441 0.718
C -1.721 0.632 1.067
N 0.668 -0.555 1.470
H 2.236 -0.522 -0.931
H 1.757 0.291 -2.328
H 1.954 1.352 -0.841
H -0.422 1.038 -1.240
H -0.730 -1.163 -2.295
H -1.587 -1.261 -0.639
H 0.101 -1.916 -0.996
H 0.120 1.461 0.956
H -2.458 0.358 0.219
H -1.949 1.629 1.655
H -1.996 -0.249 1.690
H 0.963 -1.284 0.784
H 1.485 -0.119 1.909
*
```

Orbital gap in Ha: 0.3711
LUMO in eV: 1.026

=====

The energy of each structure relative to the most stable one, in kcal/mol, is as follows: run one 0.0; run two 46.1; run three 5.1; run four 11.1.

=====

Run one
The following is a quantum chemistry calculation of a cluster of 2 separate species, C5H13N in total, from OMol25.

```
! RIJCOSX wB97M-V def2-TZVPD def2/J DEFGRID3
* xyz 0 1
C 0.813 1.622 2.029
C 1.163 1.558 0.740
C 2.549 1.539 0.152
H -0.187 1.504 2.424
H 1.610 1.763 2.727
H 0.300 1.451 0.085
H 3.215 1.522 0.997
H 2.652 0.666 -0.489
H 2.817 2.464 -0.375
C -1.298 -1.663 0.271
C -1.133 -1.015 -1.083
N -2.329 -1.104 -1.960
H -0.380 -1.676 0.858
H -2.131 -1.282 0.875
H -1.473 -2.761 0.127
H -0.962 0.077 -1.058
H -0.305 -1.563 -1.563
H -1.930 -1.237 -2.886
H -2.991 -1.865 -1.870
*
```

Orbital gap in Ha: 0.3766
LUMO in eV: 1.088

=====

Run two
The following is a quantum chemistry calculation of a cluster of 2 separate species, C5H13N in total, from OMol25.

```
! RIJCOSX wB97M-V def2-TZVPD def2/J DEFGRID3
* xyz 0 1
C -2.516 -0.033 -0.673
C -1.288 0.754 -1.116
C -0.165 0.286 -1.765
C 1.059 1.143 -1.893
H -2.680 -0.039 0.396
H -3.440 0.425 -1.117
H -2.442 -1.081 -1.066
H -1.301 1.836 -0.941
H -0.151 -0.739 -2.141
H 0.802 2.247 -1.853
H 1.444 1.093 -2.944
H 1.781 0.958 -1.062
C 1.567 -0.575 2.586
N 1.146 -1.684 1.699
H 0.688 -0.267 3.227
H 1.761 0.298 1.895
H 2.513 -0.743 3.123
H 0.964 -2.484 2.325
H 0.259 -1.395 1.319
*
```

Orbital gap in Ha: 0.3685
LUMO in eV: 1.027

=====

The energy of each structure relative to the most stable one, in kcal/mol, is as follows: run one 0.0; run two 1.2.